Record 1
57
Properties=species:S:1:pos:R:3:forces:R:3 method="wB97M-V/def2-TZVPD" total_energy_ev=-64969.5203 gap_ha="0.220 / 0.220" de_lowest_kcal_mol=71.89 fmax_ha_per_bohr=0.223 total_charge=0
P -0.17348 -1.52500 -3.37053 -0.07 0.28 -0.73
P 0.73734 -3.42304 -0.96822 0.20 -0.63 0.42
C 0.68353 -3.12874 -3.78652 0.06 0.11 0.04
C 0.55924 -4.17106 -2.66786 -0.11 0.04 0.08
H 1.74195 -2.89455 -3.95633 -0.13 0.03 0.03
H 0.28172 -3.52012 -4.73137 0.16 0.07 0.12
H -0.43075 -4.64193 -2.71112 0.09 0.07 0.06
H 1.30438 -4.96884 -2.79285 -0.20 0.07 0.01
C 2.53536 -3.77685 -0.66927 -0.12 0.03 -0.01
H 2.77461 -3.56721 0.37828 -0.02 -0.02 -0.13
H 3.15247 -3.11888 -1.28866 -0.06 -0.07 0.05
H 2.79199 -4.82049 -0.89047 -0.05 0.16 0.03
C 0.00723 -4.81231 0.02284 0.13 0.02 -0.10
H 0.45303 -5.78147 -0.23323 -0.08 0.13 0.05
H -1.07177 -4.85950 -0.15555 0.13 0.01 0.02
H 0.16333 -4.62139 1.08946 0.00 -0.03 -0.14
C 0.63785 -0.44091 -4.64004 -0.10 -0.14 -0.01
H 0.14337 0.53569 -4.65611 0.05 -0.13 0.00
H 0.59364 -0.87760 -5.64545 0.02 0.08 0.13
H 1.68607 -0.28223 -4.36748 -0.13 -0.02 -0.03
C -1.79054 -1.81315 -4.23634 0.10 0.03 0.06
H -2.38082 -2.55240 -3.68648 0.06 0.06 -0.06
H -1.64914 -2.16309 -5.26672 -0.01 0.06 0.16
H -2.36132 -0.87908 -4.25431 0.06 -0.12 0.01
Hg -0.75234 2.39526 2.11888 -0.51 1.83 -0.97
C -0.78357 0.17435 2.28502 1.56 -2.10 -0.10
C 0.54234 0.55017 2.09535 -0.49 -2.44 0.14
C 1.29819 0.44308 0.78103 -0.17 0.08 -0.06
C 1.25450 1.74392 -0.05749 -0.02 0.08 0.27
C -0.06973 2.47269 0.00011 -1.00 -1.18 -3.47
C -1.33150 1.88713 -0.00056 1.54 -0.08 -3.41
C -1.59981 0.39775 -0.14021 0.24 0.13 0.11
C -1.73131 -0.33035 1.21970 -0.07 0.26 0.03
C -1.42124 4.36056 2.04122 -1.15 1.99 -0.12
H -1.10866 -0.00506 3.30799 0.06 0.38 -0.01
H 1.15349 0.66857 2.98701 -0.21 0.35 0.03
H 0.90996 -0.39771 0.19974 0.01 0.10 0.10
H 2.34518 0.20790 0.99887 -0.18 0.08 0.07
H 2.02038 2.43093 0.31830 -0.07 -0.06 -0.04
H 1.52227 1.52210 -1.10188 -0.15 0.02 0.22
H -0.01518 3.53799 -0.21646 -0.10 -0.07 0.45
H -2.17911 2.54250 -0.18680 0.12 0.04 0.41
H -0.81368 -0.06334 -0.74446 -0.17 0.04 0.09
H -2.53324 0.26196 -0.69625 0.13 0.07 0.09
H -2.74977 -0.18979 1.59742 0.08 -0.07 0.00
H -1.60059 -1.41383 1.07566 0.09 0.26 0.04
H -2.17332 4.55496 2.81261 0.01 0.15 -0.17
H -1.84615 4.60562 1.05925 0.00 0.20 0.17
H -0.56997 5.02821 2.22705 -0.12 -0.08 -0.12
F 0.52912 5.42273 6.52798 -1.09 -0.29 -2.46
C -0.03441 5.22555 5.28138 -1.09 2.62 1.00
F -1.41055 5.28469 5.39390 2.35 0.05 -0.10
F 0.39480 6.21675 4.42097 -0.79 -1.72 1.68
S 0.44696 3.59208 4.63941 4.81 -10.23 -1.95
O 1.43610 3.67814 3.46632 -3.43 1.60 1.76
O 1.26847 2.78436 5.65508 -3.29 3.30 -1.10
O -0.78691 2.51427 4.11821 3.09 4.59 7.33

---

Record 2
92
Properties=species:S:1:pos:R:3:forces:R:3 method="wB97M-V/def2-TZVPD" total_energy_ev=-74099.4489 gap_ha=0.312 fmax_ha_per_bohr=0.061 total_charge=0 smiles="CCCO[C@@]1(COCOCCO)[C@H](c2cccnc2)C(=O)N[C@@]1(CCCCOC)P(O)Cl.C1CCOC1.C1CCOC1"
C 1.86294 -0.90553 1.05329 0.25 0.37 -0.90
C 2.20387 0.62591 1.10489 0.27 -0.93 -0.19
C 1.04881 1.57962 0.66458 1.40 0.73 1.05
O 1.27840 2.00322 -0.69730 -1.29 -1.60 0.72
C 0.36077 1.45973 -1.65032 0.50 2.03 -2.23
C -0.01504 -0.03471 -1.58328 -0.45 -0.98 0.46
O -1.12518 -0.34562 -2.44736 0.20 -0.01 0.29
C -1.65911 -1.61476 -2.09226 -0.04 -0.57 0.10
O -2.11459 -2.31194 -3.23323 0.59 0.01 0.70
C -1.31679 -3.45201 -3.52445 0.41 -0.31 -1.41
C 0.15899 -3.12738 -3.93063 0.50 -0.15 0.62
O 0.45209 -3.43107 -5.30376 -0.05 -0.19 0.52
C -0.85139 2.46926 -1.85623 -0.75 0.23 1.56
C -2.08856 2.30930 -0.93542 0.36 0.04 0.42
C -2.06397 2.83060 0.39643 -2.29 -0.97 -0.86
C -3.30088 2.62905 1.08554 1.24 0.13 -0.63
C -4.36049 1.97318 0.43731 -1.81 -0.13 1.45
N -4.43085 1.42751 -0.79352 2.55 1.48 1.07
C -3.24768 1.64510 -1.40473 0.29 -0.61 -1.65
C -1.11317 2.58455 -3.41234 1.83 -1.53 1.74
O -2.00808 3.12006 -3.98389 -0.44 0.19 -0.37
N -0.03668 1.85217 -3.94298 -0.53 0.68 -0.38
C 1.10086 1.78613 -3.02541 0.84 -0.86 -1.61
C 2.20642 0.81072 -3.53772 -0.09 -0.70 0.47
C 3.33812 0.50240 -2.50132 0.36 0.01 -0.01
C 4.77191 0.41233 -3.15848 -0.54 0.93 1.26
C 5.78841 0.57452 -1.99631 0.30 -0.11 0.33
O 7.08883 0.96618 -2.46260 -0.23 -0.28 0.52
C 8.00431 1.06953 -1.37483 0.61 0.03 0.33
P 1.77819 3.57990 -3.13487 -0.11 1.60 2.04
O 3.43650 3.51427 -2.88488 -0.76 -0.47 -0.92
Cl 1.56052 4.26775 -5.12118 0.47 -0.91 0.05
H 2.04607 -1.31793 0.02878 -0.12 0.39 0.64
H 0.79150 -1.07315 1.26046 0.74 -0.14 0.33
H 2.53703 -1.48161 1.72007 -0.73 0.35 -0.20
H 2.60056 0.85501 2.11988 -0.62 0.09 -0.56
H 3.06778 0.78055 0.41579 -0.64 0.22 0.49
H 1.14971 2.50314 1.28830 -0.19 -0.55 -0.54
H 0.03010 1.19019 0.85727 0.59 0.01 -0.34
H 0.80898 -0.72742 -1.88147 -0.15 0.76 0.31
H -0.32618 -0.36790 -0.56260 0.45 0.72 -0.44
H -2.52809 -1.53152 -1.39471 0.60 0.34 -0.42
H -0.84252 -2.20122 -1.60372 -0.56 0.23 -0.13
H -1.30715 -4.21637 -2.71398 -0.21 0.70 -0.19
H -1.78350 -3.93420 -4.41426 0.26 0.35 0.63
H 0.43383 -2.06197 -3.74743 -0.51 -0.59 0.03
H 0.82177 -3.75766 -3.29040 -0.34 0.47 -0.31
H 1.31956 -3.85749 -5.29107 -0.32 0.16 -0.28
H -0.40542 3.40919 -1.45017 -0.20 -0.41 -0.90
H -1.22789 3.36796 0.86584 -0.35 -0.31 -0.46
H -3.42668 2.98697 2.12020 -0.12 -0.24 -0.68
H -5.30153 1.88495 1.02214 0.70 0.05 -0.31
H -3.18221 1.23716 -2.43471 -0.05 0.35 0.73
H 0.14128 1.90440 -4.94216 -0.11 0.07 0.23
H 1.72032 -0.15959 -3.80586 0.29 0.73 -0.13
H 2.69991 1.22573 -4.44646 -0.60 -0.18 0.44
H 3.42745 1.30091 -1.73373 -0.37 -0.46 -0.64
H 3.07971 -0.43045 -1.94445 0.30 0.56 -0.37
H 4.86245 1.33954 -3.77171 0.10 -0.87 0.08
H 4.91224 -0.51514 -3.74445 0.08 0.60 0.22
H 5.89351 -0.35529 -1.37698 -0.20 0.41 -0.58
H 5.46750 1.36856 -1.27142 -0.17 -0.49 -0.67
H 8.44569 2.09267 -1.30424 -0.36 -0.66 -0.28
H 8.83613 0.33482 -1.49427 -0.56 0.49 -0.03
H 7.53361 0.86566 -0.38757 0.09 0.07 -0.61
H 3.87767 4.27077 -3.30638 -0.22 -0.20 0.22
C -5.22516 0.11834 5.24058 0.19 0.06 0.20
C -6.69555 0.48717 5.34206 -0.21 -0.17 -0.08
C -6.72283 1.85126 4.67360 0.06 0.24 0.04
O -5.68321 1.84716 3.68747 0.02 -0.15 0.16
C -4.85017 0.69893 3.88771 -0.07 -0.06 -0.25
H -5.03430 -0.95254 5.31135 -0.01 0.03 -0.03
H -4.66093 0.61911 6.03248 0.00 -0.04 -0.02
H -7.29673 -0.22302 4.76772 0.00 0.03 0.03
H -7.07517 0.50630 6.36350 0.02 0.03 -0.03
H -6.50491 2.65005 5.39042 -0.08 -0.01 0.04
H -7.67954 2.06597 4.19503 0.08 0.04 -0.07
H -5.05670 -0.01085 3.07926 0.10 -0.06 0.02
H -3.80075 0.99366 3.83155 -0.04 0.07 -0.06
C 0.88877 -4.27102 4.65785 0.21 0.05 0.20
C -0.57558 -3.87836 4.74240 -0.23 -0.16 -0.08
C -0.57516 -2.52137 4.05951 0.08 0.22 0.03
O 0.47316 -2.55058 3.08128 -0.18 -0.31 0.39
C 1.28532 -3.71086 3.30255 -0.07 -0.04 -0.26
H 1.06208 -5.34370 4.74155 0.00 0.03 -0.03
H 1.45369 -3.77080 5.44935 0.01 -0.04 -0.03
H -1.18309 -4.58503 4.17023 -0.01 0.03 0.04
H -0.96368 -3.84250 5.76018 0.02 0.02 -0.03
H -0.35090 -1.71851 4.77005 -0.08 -0.01 0.04
H -1.52496 -2.29714 3.57035 0.07 0.04 -0.07
H 1.07565 -4.42683 2.50037 0.08 -0.06 0.03
H 2.34003 -3.43408 3.25427 -0.04 0.07 -0.05

---

Record 3
73
Properties=species:S:1:pos:R:3:forces:R:3 method="wB97M-V/def2-TZVPD" total_energy_ev=-258519.5800 gap_ha=0.281 fmax_ha_per_bohr=0.240 total_charge=+1
C -0.92801 -0.39721 -3.09727 -0.22 -0.65 -0.97
C -1.28112 -1.39775 -2.04721 -0.40 -4.96 0.53
O -0.71099 -2.53790 -1.96534 -4.37 4.86 -0.59
N -2.37058 -1.03193 -0.95488 -3.50 -5.38 -10.55
H -2.15242 -1.46343 -0.06814 -2.46 -2.06 -3.41
H -2.32861 -0.03931 -0.77315 -0.26 -2.38 -1.35
C -3.77653 -1.50267 -1.55559 0.99 -0.01 0.35
H -1.03911 0.60771 -2.68998 -0.62 -2.11 -1.42
H -1.48293 -0.30633 -4.03103 -0.52 -0.93 0.18
H 0.11733 -0.51314 -3.38349 -0.34 -0.38 -0.29
H -4.03093 -0.99302 -2.48491 0.45 -0.09 0.34
H -4.48960 -1.22851 -0.77812 0.21 -0.39 -0.35
H -3.85854 -2.56720 -1.77504 0.83 -0.12 0.53
C 3.81329 -0.14519 0.54634 -0.16 0.87 -0.98
C 3.13433 0.90722 1.46427 1.60 -2.91 4.24
O 2.66101 0.58954 2.53112 2.51 1.25 -2.38
N 3.44589 2.38410 1.22552 -1.33 -0.47 -1.37
H 4.35857 2.63539 1.57759 0.37 -0.09 0.74
H 3.58575 2.41188 0.22564 -0.22 0.44 -0.68
C 2.39087 3.44194 1.65604 1.56 -0.53 1.01
H 3.18094 -1.01212 0.35482 -0.32 0.30 0.79
H 4.76990 -0.57300 0.84632 0.07 0.71 0.65
H 3.85580 0.31079 -0.44279 1.16 -0.39 0.19
H 2.70248 4.32832 1.10347 -0.49 0.04 0.16
H 2.59912 3.52305 2.72288 -0.19 0.46 -0.09
H 1.36966 3.09004 1.50972 0.89 0.33 -0.19
C 1.83843 -1.52792 -1.90498 2.49 -2.18 -2.51
C 1.99106 -3.03766 -1.92753 -4.11 -2.36 -0.93
O 1.10926 -3.89285 -2.06519 4.83 2.45 0.61
N 3.40636 -3.51586 -1.75331 1.39 -1.55 -0.10
H 3.86068 -3.07556 -2.54059 0.41 -0.22 -0.88
H 3.84027 -2.97006 -1.02260 0.05 -0.20 0.98
C 3.78961 -5.04518 -1.71923 -0.17 0.39 0.14
H 1.93165 -1.15364 -0.88551 1.62 -1.32 -1.07
H 0.80147 -1.40072 -2.21583 1.82 -0.68 -0.85
H 2.44740 -0.87527 -2.53052 0.76 -0.74 -0.48
H 3.26608 -5.61274 -0.94989 -0.62 0.61 -0.19
H 4.83679 -5.19797 -1.45811 0.12 0.78 -0.21
H 3.61820 -5.48139 -2.70331 -0.26 0.32 0.15
C 0.44791 1.24830 3.39931 -0.83 1.52 1.46
C -1.03277 1.49215 3.06919 -2.65 2.99 4.46
O -1.85923 1.70377 4.01182 3.16 -0.74 -4.55
N -1.46775 1.72785 1.58968 3.84 6.04 6.28
H -0.59925 1.70994 1.07443 -1.61 1.34 1.89
H -2.05397 0.92970 1.39119 -0.03 1.52 -0.10
C -2.12983 3.14781 1.46149 -0.42 -1.62 1.65
H 0.45101 1.10409 4.47972 0.16 0.47 0.03
H 1.01888 2.11860 3.07577 -0.06 -0.30 0.58
H 0.75929 0.30799 2.94437 0.72 1.63 1.67
H -2.26670 3.12827 0.38030 0.32 1.71 3.40
H -1.60845 4.02442 1.84594 0.63 -0.67 0.34
H -3.09991 3.06077 1.95086 0.16 0.02 0.15
As -1.97172 -1.40780 2.06163 -1.91 -2.45 4.57
F -2.84635 0.19332 1.99702 -1.94 -6.20 5.07
F -0.68489 -0.44783 2.97376 -3.79 -5.40 -1.68
F -1.01188 -2.91563 2.05820 -0.99 1.92 -0.25
F -3.32845 -2.04125 1.02844 1.49 0.03 2.41
F -1.25428 -0.96361 0.53791 5.68 -1.22 10.12
F -2.73753 -1.95192 3.61716 1.08 1.21 -2.64
As 0.46438 0.86274 -0.43761 -3.66 0.24 -0.95
F 0.40718 -0.96840 -0.69017 -2.95 5.90 4.65
F 0.69387 0.58251 1.35508 0.20 -0.54 -6.24
F 0.49290 2.62622 0.04598 0.04 -1.81 -1.75
F 0.10775 1.30981 -2.16880 4.01 2.42 4.46
F -1.38041 0.85248 -0.21209 9.53 2.66 -5.07
F 2.14113 0.86254 -0.74391 -0.67 1.18 -0.61
As -3.69631 1.71331 -1.14474 -4.08 3.15 -2.06
F -2.38464 2.86861 -0.79164 -1.48 -1.44 -6.05
F -3.15282 0.63060 0.17738 -7.55 3.71 -2.14
F -4.91213 0.59847 -1.57755 -0.69 1.04 0.09
F -4.23370 2.85034 -2.47224 1.19 -1.72 1.67
F -2.62189 0.78121 -2.24867 -2.82 3.64 0.28
F -4.92229 2.52619 -0.07940 2.37 -0.97 -0.83